# C78H183N9O48S12

21 unconnected molecules or ions with the total composition C78H183N9O48S12 at a distorted geometry (ωB97M-V/def2-TZVPD, the Open Molecules 2025 dataset).

LUMO energy, eV: -0.424
Orbital gap, Eh: 0.2728
2S+1: 1
E, eV: -325539.6079

Structure (XYZ):
```
330
Properties=species:S:1:pos:R:3:mulliken_charge:R:1
C -11.249 -19.262 -9.352 -0.58
C -10.392 -20.198 -8.488 -1.24
N -10.148 -19.801 -7.097 0.45
C -11.366 -19.700 -6.281 -0.58
C -12.103 -21.089 -6.181 -1.30
C -9.138 -18.683 -6.893 -0.25
C -8.311 -19.019 -5.571 -1.23
H -10.723 -18.309 -9.421 0.15
H -12.208 -19.173 -8.842 0.27
H -11.298 -19.681 -10.357 0.30
H -10.863 -21.181 -8.511 0.42
H -9.430 -20.362 -8.974 0.52
H -11.243 -19.362 -5.252 0.45
H -11.982 -18.908 -6.709 0.38
H -11.479 -21.862 -5.732 0.28
H -13.009 -21.129 -5.577 0.43
H -12.463 -21.410 -7.159 0.28
H -9.655 -17.730 -6.779 0.32
H -8.384 -18.704 -7.680 0.07
H -7.991 -20.057 -5.664 0.21
H -8.896 -19.004 -4.652 0.35
H -7.442 -18.363 -5.530 0.34
C -7.081 -4.680 -3.674 -1.07
C -5.667 -4.867 -3.874 -0.91
N -5.079 -6.218 -3.822 0.23
C -5.663 -7.120 -4.799 -0.62
C -4.831 -8.339 -5.152 -0.92
C -4.943 -6.895 -2.525 0.28
C -3.793 -6.240 -1.776 -1.42
H -7.407 -5.003 -2.685 0.28
H -7.587 -5.212 -4.479 0.29
H -7.287 -3.618 -3.807 0.40
H -5.373 -4.644 -4.900 0.46
H -4.919 -4.232 -3.400 0.49
H -6.640 -7.525 -4.536 0.38
H -5.743 -6.563 -5.733 0.47
H -4.726 -8.513 -6.223 0.44
H -3.862 -8.464 -4.669 0.16
H -5.401 -9.231 -4.890 0.06
H -4.707 -7.959 -2.501 -0.12
H -5.855 -6.789 -1.938 0.16
H -2.938 -6.429 -2.425 0.23
H -3.627 -6.821 -0.868 0.36
H -3.963 -5.178 -1.601 0.45
C 2.111 -13.308 -9.930 -0.93
C 1.528 -14.537 -10.792 -0.15
N 1.630 -14.503 -12.289 1.06
C 3.065 -14.533 -12.580 -0.05
C 3.412 -13.587 -13.687 -1.44
C 0.936 -15.691 -12.967 -0.75
C -0.592 -15.521 -12.936 -0.57
H 1.250 -12.705 -9.641 0.43
H 2.536 -12.471 -10.484 0.43
H 2.696 -13.496 -9.030 -0.04
H 1.865 -15.522 -10.467 0.25
H 0.530 -14.678 -10.376 -0.51
H 3.653 -14.382 -11.674 -0.03
H 3.304 -15.554 -12.879 0.36
H 4.373 -13.874 -14.114 0.44
H 2.724 -13.686 -14.527 0.29
H 3.439 -12.514 -13.496 0.25
H 1.170 -16.658 -12.520 0.01
H 1.282 -15.680 -14.001 0.52
H -0.991 -15.412 -11.927 -0.25
H -0.997 -16.357 -13.506 0.52
H -0.822 -14.590 -13.455 0.16
C -6.115 -26.033 -7.016 -1.67
C -5.554 -24.689 -6.610 0.01
N -5.956 -24.383 -5.213 0.34
C -6.058 -22.877 -5.182 -1.11
C -4.764 -22.138 -5.431 -0.11
C -5.334 -25.089 -4.124 0.06
C -6.064 -24.877 -2.776 -1.20
H -6.157 -26.139 -8.100 0.45
H -7.170 -26.017 -6.741 0.35
H -5.556 -26.884 -6.627 0.38
H -4.467 -24.607 -6.645 0.29
H -5.908 -24.104 -7.458 -0.09
H -6.418 -22.569 -4.201 0.25
H -6.822 -22.552 -5.889 0.39
H -4.108 -22.526 -6.211 0.02
H -4.247 -22.180 -4.472 0.09
H -5.009 -21.081 -5.537 0.31
H -5.400 -26.152 -4.359 0.32
H -4.287 -24.850 -3.939 0.02
H -7.066 -25.294 -2.675 0.30
H -5.485 -25.302 -1.955 0.40
H -6.166 -23.802 -2.625 0.24
C -2.929 -22.959 -12.418 -1.05
C -3.919 -24.121 -11.924 -0.66
N -3.539 -24.632 -10.665 0.19
C -3.092 -23.729 -9.624 -0.47
C -4.205 -22.639 -9.385 -0.91
C -2.450 -25.640 -10.831 -0.58
C -2.979 -26.973 -11.521 -1.19
H -1.912 -23.322 -12.563 0.39
H -2.810 -22.030 -11.860 0.18
H -3.376 -22.681 -13.373 0.44
H -4.916 -23.682 -11.888 0.31
H -4.096 -24.972 -12.581 0.33
H -3.070 -24.342 -8.724 0.46
H -2.062 -23.422 -9.809 0.23
H -3.842 -21.917 -8.654 0.14
H -4.401 -22.027 -10.265 0.35
H -5.118 -23.150 -9.078 0.13
H -2.106 -25.902 -9.831 0.41
H -1.573 -25.197 -11.304 0.29
H -2.258 -27.791 -11.511 0.41
H -3.305 -26.742 -12.535 0.33
H -3.857 -27.343 -10.992 0.27
C -4.450 -11.451 2.017 -1.56
C -5.115 -10.806 0.758 -0.37
N -6.227 -11.606 0.314 1.34
C -6.544 -11.538 -1.093 -0.99
C -6.953 -10.130 -1.649 -0.64
C -7.333 -11.538 1.298 -0.57
C -8.623 -12.329 0.971 -1.28
H -4.279 -12.523 1.915 0.31
H -4.980 -11.320 2.960 0.42
H -3.486 -10.953 2.113 0.42
H -5.483 -9.782 0.836 0.46
H -4.299 -10.785 0.036 -0.02
H -5.716 -12.066 -1.567 -0.07
H -7.229 -12.333 -1.385 0.57
H -6.150 -9.477 -1.306 0.10
H -6.817 -10.150 -2.730 -0.01
H -7.943 -9.720 -1.445 0.23
H -7.516 -10.464 1.260 0.47
H -7.093 -11.803 2.328 0.34
H -8.501 -13.398 0.794 0.24
H -9.153 -11.960 0.093 0.26
H -9.346 -12.204 1.777 0.40
C -9.758 -10.741 -4.525 -0.92
C -9.833 -12.251 -4.678 -0.38
N -8.766 -12.585 -5.652 0.38
C -7.478 -12.813 -5.106 0.65
C -7.394 -14.100 -4.386 -0.64
C -9.216 -13.578 -6.634 -1.13
C -8.368 -14.019 -7.869 -0.22
H -8.707 -10.460 -4.605 0.02
H -10.192 -10.537 -3.547 0.38
H -10.253 -10.147 -5.294 0.35
H -9.781 -12.573 -3.638 0.28
H -10.870 -12.344 -5.002 0.36
H -6.730 -12.907 -5.893 0.28
H -7.291 -12.013 -4.389 -0.95
H -8.240 -14.307 -3.731 0.54
H -7.323 -14.965 -5.046 -0.19
H -6.477 -13.986 -3.807 0.10
H -10.123 -13.144 -7.055 0.44
H -9.413 -14.574 -6.238 0.53
H -8.260 -13.225 -8.609 0.34
H -8.917 -14.764 -8.444 0.32
H -7.424 -14.444 -7.528 -0.43
C -5.238 -16.273 -7.495 -0.51
C -3.861 -16.536 -6.767 0.15
N -3.132 -15.237 -6.560 1.55
C -1.656 -15.441 -6.484 0.06
C -0.972 -15.439 -7.864 -1.06
C -3.657 -14.478 -5.444 0.99
C -3.269 -12.977 -5.612 -1.62
H -5.465 -15.508 -8.237 -0.31
H -5.949 -16.024 -6.708 -0.39
H -5.669 -17.191 -7.896 0.68
H -3.798 -17.046 -5.806 -0.40
H -3.233 -17.130 -7.431 0.42
H -1.449 -16.414 -6.039 -0.26
H -1.086 -14.830 -5.784 -0.11
H -1.366 -14.571 -8.393 0.03
H -1.347 -16.249 -8.490 0.12
H 0.076 -15.142 -7.838 0.63
H -4.738 -14.365 -5.356 -0.84
H -3.360 -14.824 -4.454 -0.04
H -4.081 -12.268 -5.450 0.46
H -2.500 -12.647 -4.914 0.31
H -2.866 -12.651 -6.570 0.25
C -4.255 -19.193 -13.614 -0.36
C -5.406 -18.370 -14.115 -0.99
N -6.679 -19.115 -13.950 0.38
C -7.182 -19.092 -12.561 -0.93
C -6.963 -17.776 -11.752 -1.11
C -6.923 -20.406 -14.690 -0.17
C -6.868 -20.347 -16.243 -1.29
H -3.490 -19.215 -14.391 0.41
H -4.441 -20.237 -13.365 -0.12
H -3.847 -18.660 -12.755 0.08
H -5.402 -17.466 -13.506 0.36
H -5.345 -18.221 -15.193 0.44
H -8.271 -19.138 -12.576 0.43
H -6.877 -20.012 -12.063 0.35
H -7.470 -17.717 -10.789 0.48
H -5.922 -17.616 -11.471 0.20
H -7.403 -17.031 -12.414 0.34
H -7.849 -20.868 -14.350 0.48
H -6.219 -21.204 -14.452 0.00
H -6.986 -21.342 -16.672 0.42
H -5.911 -19.866 -16.449 0.28
H -7.649 -19.698 -16.640 0.29
C 0.437 -22.252 -4.310 -0.41
C -1.053 -22.320 -3.895 -0.30
O -1.512 -20.971 -4.243 -0.25
S -0.780 -20.414 -5.594 0.82
O -0.390 -19.073 -5.395 -0.43
O -1.395 -20.792 -6.850 -0.29
O 0.496 -21.458 -5.438 -0.32
H 0.865 -23.188 -4.667 0.34
H 0.931 -21.885 -3.410 0.22
H -1.227 -22.478 -2.831 0.41
H -1.634 -23.142 -4.314 0.19
C 3.797 -11.213 -3.855 -0.49
C 2.245 -11.166 -3.482 -0.19
O 1.849 -12.299 -4.196 -0.21
S 2.337 -12.262 -5.708 1.08
O 1.602 -11.177 -6.380 -0.54
O 2.347 -13.595 -6.243 -0.31
O 3.851 -11.822 -5.131 -0.41
H 4.293 -11.770 -3.060 0.30
H 4.383 -10.294 -3.854 0.37
H 1.816 -10.237 -3.858 0.28
H 2.091 -11.240 -2.405 0.01
C -10.195 -16.766 -13.689 0.30
C -11.261 -17.210 -12.754 -0.57
O -10.934 -16.721 -11.485 -0.18
S -10.364 -15.158 -11.727 0.87
O -9.268 -14.725 -10.914 -0.24
O -11.533 -14.249 -11.811 -0.60
O -9.834 -15.502 -13.258 -0.35
H -10.540 -16.849 -14.720 0.34
H -9.422 -17.534 -13.661 -0.27
H -11.380 -18.284 -12.608 0.40
H -12.210 -16.784 -13.078 0.30
C -1.649 -7.826 -10.223 -0.09
C -0.680 -7.579 -11.352 -0.30
O 0.199 -8.657 -11.112 -0.28
S 0.554 -8.777 -9.508 0.88
O 1.728 -8.005 -9.074 -0.61
O 0.507 -10.180 -9.066 -0.22
O -0.807 -8.048 -9.116 -0.34
H -2.333 -8.673 -10.261 0.11
H -2.368 -7.018 -10.084 0.34
H -0.072 -6.676 -11.308 0.32
H -1.215 -7.570 -12.302 0.21
C 0.294 -7.939 -1.065 -0.39
C 0.552 -9.371 -0.492 -0.17
O -0.428 -10.223 -1.009 -0.32
S -1.273 -9.584 -2.347 0.63
O -2.649 -9.416 -1.854 -0.29
O -1.078 -10.391 -3.573 -0.18
O -0.365 -8.179 -2.329 -0.32
H 1.173 -7.353 -1.331 0.33
H -0.404 -7.325 -0.495 0.24
H 0.604 -9.321 0.595 0.36
H 1.485 -9.871 -0.749 0.15
C -3.317 -18.608 -2.878 0.51
C -2.975 -17.936 -1.531 0.09
O -4.344 -17.628 -1.114 -0.32
S -5.430 -18.929 -1.417 1.00
O -6.629 -18.396 -2.048 -0.52
O -5.689 -19.893 -0.352 -0.58
O -4.348 -19.474 -2.565 -0.24
H -2.503 -19.228 -3.254 -0.16
H -3.596 -17.846 -3.605 -0.02
H -2.451 -16.992 -1.686 -0.34
H -2.529 -18.516 -0.724 0.27
C -0.850 -11.345 -12.140 1.03
C 0.402 -11.594 -13.008 0.36
O 0.327 -10.448 -13.945 -0.51
S -1.328 -10.110 -14.412 1.09
O -1.900 -11.037 -15.404 -0.53
O -1.527 -8.656 -14.585 -0.55
O -1.821 -10.569 -12.818 -0.35
H -0.715 -10.872 -11.167 -0.45
H -1.219 -12.352 -11.945 -0.20
H 0.200 -12.527 -13.533 0.07
H 1.347 -11.569 -12.466 0.01
C -4.988 -14.925 0.290 0.04
C -3.849 -14.339 -0.612 0.00
O -2.644 -14.978 -0.128 -0.15
S -2.837 -15.713 1.355 1.16
O -2.600 -14.667 2.334 -0.57
O -2.242 -17.053 1.571 -0.58
O -4.430 -15.908 1.066 -0.41
H -5.629 -15.587 -0.294 0.33
H -5.472 -14.076 0.771 -0.07
H -3.642 -13.288 -0.813 0.26
H -3.871 -14.746 -1.623 -0.24
C 5.257 -14.601 -7.286 0.30
C 6.062 -15.891 -6.963 -0.40
O 5.878 -16.591 -8.195 -0.34
S 5.976 -15.574 -9.476 1.11
O 5.340 -16.036 -10.753 -0.43
O 7.337 -15.012 -9.589 -0.65
O 5.103 -14.487 -8.661 -0.17
H 5.628 -13.756 -6.706 0.29
H 4.322 -14.873 -6.796 -0.30
H 5.739 -16.411 -6.062 0.35
H 7.125 -15.685 -6.841 0.30
C 2.376 -15.467 -3.705 0.00
C 2.217 -16.236 -2.380 -0.52
O 1.086 -15.724 -1.735 -0.36
S -0.094 -15.474 -2.875 0.64
O -0.867 -14.283 -2.542 -0.21
O -0.774 -16.705 -3.342 -0.32
O 1.050 -15.149 -4.059 0.13
H 2.779 -16.088 -4.504 0.20
H 3.060 -14.633 -3.550 0.14
H 3.067 -16.144 -1.704 0.34
H 2.096 -17.318 -2.433 0.22
C 0.333 -19.588 -9.456 0.09
C 0.540 -20.873 -10.152 -0.19
O 1.872 -20.937 -10.606 -0.49
S 2.581 -19.407 -10.788 1.01
O 2.750 -19.017 -12.163 -0.52
O 3.604 -19.094 -9.817 -0.49
O 1.204 -18.697 -10.118 -0.20
H 0.657 -19.647 -8.417 0.02
H -0.658 -19.182 -9.660 0.27
H -0.021 -21.098 -11.059 0.21
H 0.471 -21.742 -9.497 0.18
C -5.400 -13.408 -10.440 0.13
C -3.995 -13.130 -9.954 0.50
O -3.078 -13.952 -10.606 -0.10
S -3.798 -14.980 -11.642 0.87
O -3.365 -16.359 -11.323 -0.42
O -3.601 -14.475 -13.035 -0.61
O -5.317 -14.720 -10.987 -0.02
H -5.685 -12.669 -11.188 0.45
H -6.183 -13.420 -9.681 -0.30
H -3.919 -13.460 -8.918 -0.55
H -3.657 -12.099 -10.056 0.13
```